18
Properties=species:S:1:pos:R:3:forces:R:3:mulliken_charge:R:1 method="wB97M-V/def2-TZVPD" gap_ev=9.179 energy_ha=-380.94243 relative_energy_kj_mol=900.6 homo_ev=-8.691 total_charge=0 lumo_ev=0.488
C -1.353 0.856 -1.474 -3.1 -1.2 1.5 -1.073
C -0.217 0.674 -0.424 -7.5 2.3 0.4 -0.046
C -1.195 0.898 0.807 1.7 -0.7 5.1 -0.810
C 1.044 0.687 -0.655 5.0 -1.1 0.7 0.049
C 1.987 -0.673 1.007 3.3 -0.7 -0.5 0.040
H -1.970 -0.188 -1.283 1.4 2.4 -1.2 0.239
H -0.967 0.925 -2.465 -0.3 0.2 -1.0 0.370
H -2.424 1.708 -1.195 4.0 -2.3 -0.9 0.245
H -0.836 0.172 1.865 -0.4 2.8 -2.7 0.255
H -2.340 0.447 0.910 3.0 1.7 -1.5 0.318
H -1.050 2.193 0.956 -1.0 -4.2 0.1 0.259
H 1.660 0.809 -1.522 -1.3 0.4 -1.7 0.418
H 2.974 -0.903 1.741 -3.0 0.4 -1.7 0.243
H 1.605 -2.673 1.062 -0.1 0.3 0.1 0.306
H -0.520 -1.422 -0.128 3.6 -2.7 -1.8 0.435
N 2.181 0.355 0.216 -3.2 -1.9 2.9 -0.509
N 1.037 -1.826 1.006 0.5 1.4 -2.5 -0.301
O 0.385 -2.037 -0.423 -2.6 2.9 4.6 -0.438


158
Properties=species:S:1:pos:R:3:forces:R:3:mulliken_charge:R:1 method="wB97M-V/def2-TZVPD" gap_ev=9.503 energy_ha=-3310.88628 relative_energy_kj_mol=192.7 homo_ev=-9.152 total_charge=0 lumo_ev=0.352
C 20.234 17.363 17.913 0.3 -3.8 1.6 0.461
O 20.849 16.903 18.851 1.0 0.1 1.6 -0.710
N 18.982 16.802 17.675 1.5 1.5 -1.1 -0.086
N 20.874 18.091 17.000 -1.7 1.7 -2.2 -0.313
H 18.493 17.423 17.081 -2.0 0.0 -0.4 0.237
H 18.600 16.177 18.369 0.0 0.7 -0.1 0.047
H 21.856 18.288 17.115 -0.4 0.1 0.1 0.215
H 20.283 18.530 16.278 1.1 -0.2 0.4 0.199
C 14.277 18.507 13.594 -2.3 -0.1 -2.9 0.702
O 14.703 19.650 13.453 0.7 0.1 0.6 -0.825
N 14.632 17.641 14.551 0.1 -1.0 1.0 0.052
N 13.285 18.099 12.654 1.1 -0.1 1.1 -0.407
H 14.291 16.653 14.597 0.4 1.3 -0.3 -0.104
H 15.259 18.003 15.273 -0.2 -0.3 -0.4 0.022
H 13.058 17.103 12.554 0.1 0.6 -0.2 0.321
H 13.246 18.685 11.809 0.1 -0.6 0.9 0.239
C 18.361 11.013 13.624 -2.1 1.8 -0.5 0.361
O 17.549 10.709 12.718 1.7 -0.6 0.5 -0.675
N 19.256 12.037 13.488 0.4 -0.6 1.2 -0.228
N 18.134 10.533 14.888 -0.2 -1.4 -1.6 -0.391
H 19.726 12.483 14.273 -0.3 -0.7 -0.1 0.200
H 19.431 12.548 12.643 -0.2 -0.1 -0.9 0.197
H 18.433 11.051 15.642 0.8 1.0 1.9 0.202
H 17.327 9.932 15.015 0.4 0.4 -0.2 0.235
C 12.389 14.310 11.640 -0.1 -1.0 0.9 0.123
O 12.758 15.476 11.645 -0.3 0.4 0.3 -0.727
N 11.751 13.696 12.744 0.8 1.3 -0.6 0.009
N 12.708 13.496 10.620 -0.2 -1.5 -1.2 0.019
H 11.437 14.305 13.478 0.1 0.3 -0.1 0.128
H 11.263 12.831 12.701 -0.1 -0.7 -0.6 0.064
H 13.277 13.882 9.834 -0.8 -0.8 1.2 0.145
H 12.386 12.491 10.613 0.7 1.7 -0.1 0.054
C 16.044 11.908 10.011 1.2 -0.6 2.9 -0.122
O 15.210 12.213 9.211 -1.1 0.3 -2.0 -0.653
N 16.883 10.794 9.894 0.0 1.4 0.6 -0.228
N 16.188 12.597 11.209 0.1 -0.1 -0.7 1.535
H 16.690 10.257 9.090 0.2 -0.6 -0.7 0.241
H 17.649 10.573 10.546 -1.0 0.3 -0.4 0.201
H 15.516 13.319 11.431 0.0 -0.3 -0.4 -0.615
H 16.523 12.039 11.970 0.4 -0.1 0.4 -0.125
C 19.537 14.308 10.466 0.7 -2.6 -1.4 0.644
O 20.299 13.659 11.198 -1.0 0.1 -0.2 -0.808
N 18.815 13.706 9.404 1.4 0.6 2.1 -0.260
N 19.491 15.640 10.508 0.3 1.2 0.4 -0.374
H 18.338 14.243 8.720 -0.4 0.3 -0.3 0.170
H 18.831 12.702 9.336 0.0 0.2 0.1 0.191
H 19.930 16.139 11.266 0.1 -0.5 0.0 0.250
H 18.682 16.067 10.159 -1.2 0.7 -0.7 0.177
C 17.337 20.302 15.863 0.0 1.8 0.7 0.487
O 17.397 19.094 16.085 -0.3 -0.4 -0.7 -0.529
N 16.703 20.932 14.809 1.2 -2.2 1.0 -0.279
N 17.909 21.169 16.798 -0.1 1.1 -1.3 -0.468
H 16.497 21.898 14.925 -0.2 0.4 -0.2 0.110
H 16.124 20.300 14.241 -0.4 0.6 0.0 0.155
H 18.188 22.137 16.493 -0.3 -1.7 0.5 0.204
H 18.420 20.676 17.507 0.3 0.3 0.1 0.271
C 16.327 17.453 7.072 -0.8 -0.4 0.4 -1.431
C 14.971 17.020 7.762 1.7 1.0 -1.1 0.595
C 15.031 16.931 9.249 1.6 -1.3 0.2 -0.650
O 16.107 16.042 9.682 -0.3 0.6 0.8 -0.292
C 16.073 16.058 11.119 0.4 -0.6 -0.4 0.524
N 13.926 17.951 7.403 -2.4 0.0 0.8 -0.816
H 16.998 16.603 7.021 -0.1 -0.4 -0.4 0.280
H 16.925 18.147 7.633 -0.1 0.8 0.6 0.318
H 16.155 17.907 6.085 -0.1 -0.5 0.2 0.414
H 14.727 16.072 7.316 -0.3 -0.6 -0.1 0.286
H 14.074 16.603 9.667 0.1 0.0 0.1 0.110
H 15.309 17.898 9.616 -0.2 0.9 0.4 0.384
H 16.880 15.581 11.657 0.6 -0.8 -0.9 -0.249
H 15.170 15.584 11.418 -1.0 -0.3 0.5 -0.862
H 16.116 17.021 11.568 -0.4 1.5 -0.1 0.726
H 14.081 18.912 7.706 0.5 -0.2 -0.1 0.301
H 13.082 17.674 7.984 1.0 0.4 -1.2 0.283
C 16.939 14.570 21.475 0.6 -0.2 0.2 -1.317
C 16.486 13.900 20.181 1.5 -1.1 -0.5 0.130
C 16.182 14.977 19.147 -0.5 0.9 1.8 0.214
O 14.823 15.361 19.458 0.9 -0.3 -0.8 -0.385
C 14.161 16.019 18.404 -0.3 0.1 -0.1 -0.505
N 17.456 12.937 19.564 -0.5 -0.2 0.4 -0.524
H 16.216 15.382 21.673 0.6 -0.1 0.1 0.317
H 17.994 14.924 21.293 -1.1 0.0 0.6 0.283
H 16.913 13.880 22.357 0.2 0.5 -0.8 0.388
H 15.590 13.370 20.404 -0.8 -0.6 -0.2 0.265
H 16.293 14.739 18.094 0.0 -0.4 -0.1 -0.191
H 16.892 15.792 19.447 -0.6 0.0 -0.8 0.342
H 14.428 15.655 17.400 -0.3 -0.5 0.4 0.021
H 14.443 17.058 18.351 -0.1 0.7 0.3 0.377
H 13.086 15.909 18.616 0.4 0.2 -0.4 0.317
H 17.771 12.149 20.148 -0.4 0.8 -0.1 0.252
H 18.277 13.426 19.252 0.4 0.2 0.0 0.207
C 15.069 13.194 16.135 0.4 1.2 -0.9 -0.942
C 15.610 14.364 15.208 0.7 -1.1 1.1 1.612
C 17.072 14.044 14.757 -1.4 -1.1 -1.0 -1.264
O 17.476 14.913 13.723 1.1 0.3 0.4 0.560
C 17.992 16.142 14.248 -2.3 0.7 1.5 -0.908
N 14.779 14.545 14.026 -0.6 0.3 1.2 0.629
H 15.831 12.711 16.751 0.2 0.0 -0.3 0.175
H 14.595 12.496 15.460 0.1 -0.6 -0.1 0.943
H 14.288 13.508 16.818 0.1 0.4 -0.1 -0.771
H 15.605 15.310 15.786 0.2 -0.4 -0.2 -0.617
H 17.087 13.021 14.315 -0.4 0.7 0.1 -0.495
H 17.791 13.961 15.548 0.4 0.5 0.9 0.567
H 18.386 16.759 13.462 0.2 0.0 -0.5 0.400
H 18.752 15.992 15.043 -0.4 -0.1 -0.5 0.430
H 17.074 16.728 14.685 1.9 -0.8 -0.5 0.113
H 14.279 13.722 13.740 -0.2 -0.4 0.0 -0.216
H 15.362 14.849 13.284 0.5 0.4 -0.8 -0.392
C 19.136 23.074 11.650 -1.1 -2.6 1.1 -1.454
C 19.903 22.328 12.742 -2.4 -0.9 0.3 0.301
C 19.757 23.054 14.033 0.1 0.3 0.3 -0.975
O 18.418 23.395 14.467 0.6 -1.3 -0.5 -0.071
C 18.225 24.778 14.569 0.7 0.6 0.4 -0.906
N 19.488 20.897 13.021 0.0 1.6 0.1 -0.553
H 19.183 22.525 10.744 0.5 -0.2 -1.3 0.439
H 19.462 24.064 11.582 0.3 1.6 -0.4 0.377
H 18.082 22.955 11.910 -0.1 0.7 0.1 0.289
H 20.940 22.359 12.529 1.2 -0.3 -0.2 0.404
H 20.272 23.975 13.905 0.7 0.9 0.2 0.611
H 20.335 22.405 14.689 -0.5 0.3 1.1 0.242
H 18.402 25.357 13.646 -0.3 -0.5 0.0 0.281
H 18.933 25.152 15.304 0.2 0.4 0.2 0.381
H 17.241 24.965 14.967 -0.5 0.0 -0.1 0.258
H 19.444 20.465 12.128 -0.3 -0.9 -0.7 0.231
H 18.542 20.873 13.446 0.7 0.2 -0.5 0.212
C 9.602 12.879 16.201 -0.1 -0.1 -0.3 -1.680
C 10.720 11.827 16.072 0.4 0.1 -1.8 1.467
C 12.002 12.233 16.726 1.3 1.3 0.8 -0.284
O 11.879 12.011 18.107 -0.3 -0.9 0.7 -0.443
C 12.503 12.901 18.964 -0.7 1.0 1.0 -0.212
N 10.323 10.488 16.444 -1.4 -0.1 1.0 -0.554
H 9.459 13.242 17.211 -0.6 -0.6 0.5 0.352
H 8.668 12.584 15.659 0.7 0.0 0.9 0.372
H 9.922 13.800 15.737 0.4 0.3 -0.6 0.334
H 10.977 11.892 14.992 -0.2 -0.6 0.3 -0.621
H 12.310 13.282 16.554 -0.8 0.1 -0.1 0.259
H 12.910 11.738 16.368 -0.4 -0.8 -0.2 0.257
H 11.916 13.810 19.100 -0.3 0.3 -0.2 0.252
H 13.466 13.234 18.697 1.4 0.2 -0.8 -0.220
H 12.634 12.549 19.981 -0.3 -0.9 0.0 0.377
H 10.814 9.653 16.155 0.4 0.6 -0.3 0.200
H 10.163 10.446 17.459 0.2 0.0 -0.7 0.314
C 13.738 10.243 12.089 -0.6 -0.2 0.6 -1.325
C 12.461 9.733 12.775 0.2 -1.2 -1.3 2.151
C 11.314 9.700 11.758 2.8 -0.5 0.7 -1.435
O 11.096 10.986 11.394 -2.1 3.0 -1.7 -0.203
C 9.904 11.028 10.573 0.8 -0.3 -2.4 -0.932
N 12.682 8.339 13.224 1.4 -0.6 0.8 -0.769
H 13.709 11.239 11.736 -0.4 1.2 -0.3 -0.225
H 14.018 9.658 11.218 0.0 -0.5 0.0 0.441
H 14.530 10.239 12.807 0.8 -0.2 0.4 0.519
H 12.085 10.385 13.545 0.3 0.2 0.8 -0.852
H 10.440 9.277 12.116 -1.7 -1.2 1.0 0.560
H 11.680 9.165 10.912 0.1 -0.9 -0.9 0.406
H 9.820 11.935 9.899 0.6 -0.7 1.1 0.274
H 8.996 10.987 11.149 -0.3 -0.3 0.5 0.338
H 9.946 10.145 9.822 -0.2 1.2 1.3 0.322
H 12.956 8.256 14.225 -0.6 0.4 -0.9 0.292
H 13.538 7.955 12.755 -1.2 0.6 0.3 0.321